{
  "formula": "CF3LiNO4S3Zn",
  "method": "ωB97M-V/def2-TZVPD",
  "homo_lumo_gap_ev": [6.66, 6.66],
  "charge": -1,
  "lumo_energy_ev": [1.98, 1.98],
  "total_energy_ev": -99998.760,
  "species": ["Zn", "S", "S", "S", "F", "F", "F", "O", "O", "O", "O", "N", "C", "Li"],
  "coordinates": [[-1.4738, 0.3871, 1.4449], [0.6555, 0.6945, -0.3463], [-2.2054, -2.2828, 2.6286], [0.2890, -1.2554, 2.6552], [-0.4305, 1.5601, -2.5109], [1.6353, 0.9431, -2.8012], [1.2129, 2.8154, -1.8139], [-2.5557, -1.4862, 1.1718], [2.0198, 0.5677, 0.3681], [0.3656, -0.6740, -0.9161], [0.6565, -2.3126, 1.5362], [-0.3173, 1.4981, 0.4561], [0.7939, 1.5657, -1.9818], [-0.6456, -2.0209, 0.1094]],
  "forces_ev_per_a": [[0.5, -1.9, -0.5], [4.5, -2.2, 2.2], [1.3, 1.6, -0.3], [-2.3, -2.6, -1.6], [0.0, 0.3, -0.6], [0.0, 0.1, -0.4], [0.0, 0.5, -0.3], [1.4, 1.0, 0.7], [-2.9, 1.0, -2.5], [-1.3, 0.9, 0.5], [-0.2, 1.6, 1.2], [-1.7, 0.1, -0.2], [0.2, -0.6, 1.5], [0.3, 0.3, 0.2]]
}